# 1
DFT (ωB97M-V/def2-TZVPD) results for a molecular structure, C6H14N2O2 in a non-equilibrium geometry.

The value obtained for the HOMO energy (spin up / spin down) is -7.996 / -7.997 eV. The energy above the lowest of the compared OMol25 structures with the same formula, charge and spin comes out at 103.4 kcal/mol. The calculation puts the total energy at -13521.140 eV.

Structure (XYZ):
```
24
C6H14N2O2 (ωB97M-V/def2-TZVPD)
C 1.978 0.281 0.379
C 2.494 -0.485 -0.839
N 2.782 0.103 1.591
C 0.552 -0.151 0.811
O 0.295 -1.397 0.829
H 1.946 1.352 0.169
H 3.700 0.519 1.481
H 2.901 -0.885 1.791
H 0.199 0.482 1.641
H 3.541 -0.231 -1.018
H 2.419 -1.560 -0.665
H 1.931 -0.243 -1.742
C -2.191 0.108 0.266
C -3.178 0.866 -0.571
N -2.181 -1.236 0.216
C -0.458 0.588 -0.722
O -0.268 1.735 -1.019
H -1.955 0.523 1.239
H -2.448 -1.651 -0.669
H -1.312 -1.647 0.647
H -0.445 -0.238 -1.485
H -3.190 0.497 -1.599
H -2.932 1.926 -0.585
H -4.180 0.743 -0.148
```

=====

# 2
DFT (ωB97M-V/def2-TZVPD) results for a molecular structure, C14H23ClIO2OsP2 in a non-equilibrium geometry.

Its total charge is +3. The value obtained for the HOMO energy (spin up / spin down) is -16.858 / -19.501 eV. The energy above the lowest of the compared OMol25 structures with the same formula, charge and spin comes out at 63.2 kcal/mol. Its expectation value of S² is 6.05. Its spin multiplicity is 5. The calculation puts the total energy at -60620.799 eV.

Structure (XYZ):
```
44
C14H23ClIO2OsP2 (ωB97M-V/def2-TZVPD)
C -2.202 0.270 -3.279
C -1.406 -0.909 -2.735
H -3.257 -0.019 -3.345
H -1.807 0.567 -4.257
H -2.184 1.230 -2.653
O -1.463 -2.031 -3.181
I -1.702 2.767 0.139
Os -1.150 0.478 -1.404
P 1.105 -0.608 -2.232
C 1.307 -2.399 -1.883
C 1.304 -0.558 -4.045
H 2.631 1.178 -1.613
H 3.454 -0.170 -2.443
H 3.026 -0.331 -0.719
C 2.707 0.088 -1.679
H 1.126 0.460 -4.403
H 2.333 -0.855 -4.278
H 2.309 -2.709 -2.207
H 0.541 -2.958 -2.432
H 0.609 -1.248 -4.535
H 1.187 -2.597 -0.814
C -2.052 -0.824 -0.460
O -2.595 -1.706 0.098
Cl 0.268 2.174 -2.511
C 1.406 1.734 1.094
P 0.001 0.578 0.954
C 0.847 -1.017 1.252
C -0.802 0.670 2.652
C -1.418 -0.463 3.205
C -1.784 -0.475 4.553
C -1.607 0.666 5.340
C -1.111 1.837 4.757
C -0.720 1.843 3.417
H 2.282 1.309 0.593
H 1.626 1.887 2.156
H 1.162 2.694 0.629
H 0.127 -1.837 1.160
H 1.241 -1.001 2.275
H 1.670 -1.153 0.548
H -1.587 -1.353 2.595
H -2.201 -1.382 4.992
H -1.875 0.658 6.396
H -0.999 2.750 5.343
H -0.349 2.767 2.961
```

=====

# 3
DFT (ωB97M-V/def2-TZVPD) results for a gas-phase ion, C9H21Br2Cl2NO2P (charge +1) in a non-equilibrium geometry.

Its total charge is +1. The value obtained for the HOMO energy is -12.433 eV. The calculation puts the total energy at -189668.810 eV.

Structure (XYZ):
```
38
C9H21Br2Cl2NO2P (ωB97M-V/def2-TZVPD)
C -1.692 -2.217 1.532
C -0.365 -2.770 0.987
C 0.670 -2.976 2.141
C 0.197 -2.070 -0.258
N 0.435 -0.590 -0.229
O -0.732 0.179 -0.169
C 1.468 -0.099 0.727
C 0.949 0.355 2.105
C 1.428 1.771 2.491
Cl 3.001 1.635 3.347
P 1.166 -0.107 -1.937
O 0.129 -0.722 -3.106
Cl 2.982 -1.127 -2.159
H -1.941 -2.703 2.477
H -1.697 -1.144 1.720
H -2.504 -2.491 0.847
H -0.592 -3.791 0.662
H 0.385 -2.318 2.963
H 0.578 -3.990 2.526
H 1.689 -2.766 1.816
H -0.474 -2.307 -1.094
H 1.140 -2.560 -0.511
H -1.451 -0.356 -0.549
H 1.937 0.773 0.252
H 2.237 -0.860 0.832
H -0.129 0.285 2.246
H 1.402 -0.304 2.845
H 1.499 2.440 1.635
H 0.731 2.170 3.224
H -0.754 -0.808 -2.708
Br -0.115 5.428 -3.434
C -1.684 4.285 -3.515
C -1.550 3.111 -2.580
Br -0.346 1.741 -3.294
H -1.809 3.988 -4.552
H -2.518 4.917 -3.218
H -2.507 2.607 -2.458
H -1.162 3.391 -1.604
```

=====

# 4
DFT (ωB97M-V/def2-TZVPD) results for a single C17H18N2O2S molecule in a non-equilibrium geometry.

The value obtained for the HOMO energy is -8.959 eV. The energy above the lowest of the compared OMol25 structures with the same formula, charge and spin comes out at 41.1 kcal/mol. As for the SMILES: Cc1ccc(S(=O)(=O)N2CCN=C2c2ccccc2)cc1C. The calculation puts the total energy at -35831.413 eV.

Structure (XYZ):
```
40
C17H18N2O2S (ωB97M-V/def2-TZVPD)
C 3.194 2.643 1.284
C 2.367 1.822 0.346
C 2.979 0.921 -0.518
C 2.234 0.138 -1.382
C 0.862 0.274 -1.381
C 0.232 1.178 -0.550
C 0.973 1.958 0.326
C 0.281 2.920 1.239
H 0.623 3.938 1.055
H 0.498 2.682 2.280
H -0.794 2.880 1.090
H -0.841 1.267 -0.606
S -0.150 -0.812 -2.376
O 0.588 -1.271 -3.514
O -1.430 -0.212 -2.587
N -0.346 -2.163 -1.363
C -0.662 -1.872 -0.022
N 0.150 -2.317 0.849
C 1.213 -3.032 0.184
H 2.155 -2.501 0.356
H 1.298 -4.030 0.616
C 0.794 -3.074 -1.304
H 0.452 -4.070 -1.598
H 1.566 -2.749 -1.997
C -1.869 -1.128 0.303
C -1.902 -0.351 1.461
C -3.040 0.364 1.780
C -4.154 0.301 0.956
C -4.131 -0.489 -0.181
C -2.995 -1.206 -0.511
H -2.973 -1.825 -1.392
H -5.002 -0.546 -0.817
H -5.041 0.864 1.205
H -3.062 0.973 2.672
H -1.024 -0.316 2.085
H 2.703 -0.556 -2.062
H 4.056 0.828 -0.510
H 3.034 3.705 1.105
H 2.915 2.438 2.317
H 4.251 2.425 1.161
```

=====

# 5
DFT (ωB97M-V/def2-TZVPD) results for 7 unconnected molecules or ions with the total composition C9H32O7 in a non-equilibrium geometry.

The value obtained for the HOMO energy is -10.032 eV. The energy above the lowest of the compared OMol25 structures with the same formula, charge and spin comes out at 49.4 kcal/mol. As for the SMILES: CC(C)O.CC(C)O.CC(C)O.O.O.O.O. The calculation puts the total energy at -24183.066 eV.

Structure (XYZ):
```
48
C9H32O7 (ωB97M-V/def2-TZVPD)
O 0.183 -1.084 0.323
H -0.057 -0.522 1.060
H 1.071 -1.379 0.526
O -0.880 -4.072 -2.001
H -0.447 -3.390 -1.488
H -1.259 -4.660 -1.348
O 2.852 -4.873 2.197
H 2.222 -5.202 1.556
H 2.417 -4.992 3.042
O 2.880 -0.789 3.552
H 3.340 -1.584 3.284
H 2.857 -0.835 4.507
C -0.889 4.205 -0.857
C -0.040 5.207 -0.056
C 1.307 4.609 0.282
O 0.137 6.378 -0.821
H -1.827 4.561 -1.281
H -1.275 3.437 -0.186
H -0.422 3.686 -1.694
H -0.493 5.493 0.893
H 1.131 3.838 1.033
H 1.922 5.221 0.941
H 1.860 4.317 -0.611
H 0.473 6.119 -1.683
C 6.297 -2.104 -2.417
C 5.219 -2.964 -3.088
C 4.651 -2.284 -4.377
O 5.729 -4.212 -3.421
H 7.250 -2.112 -2.947
H 6.546 -2.422 -1.405
H 5.933 -1.077 -2.391
H 4.497 -3.029 -2.273
H 5.452 -1.970 -5.046
H 4.163 -1.333 -4.165
H 3.928 -2.920 -4.889
H 6.195 -4.197 -4.261
C -5.980 1.273 1.681
C -7.085 0.898 2.692
C -7.627 -0.562 2.448
O -6.626 1.049 4.002
H -6.417 1.386 0.688
H -5.126 0.597 1.676
H -5.501 2.221 1.926
H -7.939 1.570 2.605
H -6.887 -1.287 2.788
H -7.968 -0.710 1.423
H -8.455 -0.950 3.041
H -7.313 1.447 4.541
```

=====

# 6
DFT (ωB97M-V/def2-TZVPD) results for 2 unconnected molecules or ions with the total composition C6H10O in a non-equilibrium geometry.

The value obtained for the HOMO energy is -8.363 eV. The energy above the lowest of the compared OMol25 structures with the same formula, charge and spin comes out at 96.8 kcal/mol. The calculation puts the total energy at -8427.043 eV.

Structure (XYZ):
```
17
C6H10O (ωB97M-V/def2-TZVPD)
C 2.319 0.147 -0.036
C 0.838 -0.137 0.036
C 0.197 -1.160 0.618
C -1.384 -1.170 0.366
C -1.493 0.134 -0.440
C -0.134 0.851 -0.567
O -0.086 2.121 0.070
H 2.516 1.181 0.266
H 2.698 0.035 -1.058
H 2.884 -0.528 0.610
H 0.729 -1.969 1.145
H -2.747 -1.277 1.135
H -2.304 -2.047 0.058
H -1.875 -0.152 -1.411
H -2.196 0.815 0.018
H 0.089 1.078 -1.617
H -0.241 1.957 1.011
```

=====

# 7
DFT (ωB97M-V/def2-TZVPD) results for a molecular structure, C48H45F5GeN13OPSW in a non-equilibrium geometry.

Its total charge is +1. The value obtained for the HOMO energy (spin up / spin down) is -9.938 / -9.937 eV. Its expectation value of S² is 0.76. Its spin multiplicity is 2. The calculation puts the total energy at -163970.116 eV.

Structure (XYZ):
```
116
C48H45F5GeN13OPSW (ωB97M-V/def2-TZVPD)
W 0.222 0.203 0.040
N 2.999 -1.937 1.263
C 1.751 -2.455 1.240
N 1.413 -3.630 1.727
N 0.078 -3.695 1.550
N -0.359 -2.637 0.991
N 0.692 -1.793 0.745
C 3.188 -0.607 1.051
N 4.333 0.004 1.156
N 4.067 1.297 0.822
N 2.837 1.446 0.531
N 2.207 0.238 0.688
H 3.753 -2.478 1.654
C 0.913 -5.577 -1.839
C -0.604 -5.760 -1.889
C -1.083 -6.321 -0.536
C -0.939 -6.789 -2.979
C -1.337 -4.433 -2.112
C -2.643 -4.454 -2.634
C -3.416 -3.319 -2.695
C -2.879 -2.137 -2.200
S -3.668 -0.604 -2.089
C -2.271 0.076 -1.398
N -1.250 -0.756 -1.248
C -1.587 -2.061 -1.707
C -0.803 -3.219 -1.701
C -2.183 1.483 -1.075
C -3.256 2.354 -1.292
C -3.093 3.702 -1.070
C -1.852 4.175 -0.647
C -0.803 3.304 -0.416
C -0.946 1.926 -0.582
H 1.386 -6.551 -1.693
H 1.229 -4.943 -1.004
H 1.291 -5.155 -2.776
H -0.646 -7.312 -0.370
H -2.173 -6.418 -0.523
H -0.783 -5.673 0.288
H -0.296 -7.661 -2.855
H -0.773 -6.384 -3.981
H -1.970 -7.140 -2.912
H -3.062 -5.382 -3.001
H -4.415 -3.337 -3.114
H 0.230 -3.164 -1.382
H -4.208 1.974 -1.655
H -3.913 4.389 -1.242
H -1.701 5.239 -0.493
H 0.140 3.716 -0.099
C 0.071 1.181 -3.518
Ge 1.300 1.451 -1.995
C 2.607 0.014 -2.247
C 3.986 0.173 -2.112
C 4.821 -0.937 -2.139
C 4.292 -2.215 -2.305
C 2.924 -2.385 -2.466
C 2.085 -1.273 -2.426
C 2.102 3.205 -2.421
C 2.330 3.241 -3.777
C 2.793 4.403 -4.435
C 3.000 5.542 -3.724
C 2.821 5.557 -2.320
C 3.081 6.746 -1.588
C 2.970 6.775 -0.233
C 2.609 5.597 0.457
C 2.330 4.444 -0.220
C 2.400 4.377 -1.638
H 0.642 1.020 -4.434
H -0.550 2.072 -3.649
H -0.581 0.321 -3.378
H 4.407 1.163 -1.977
H 5.891 -0.804 -2.017
H 4.950 -3.077 -2.321
H 2.516 -3.376 -2.629
H 1.020 -1.395 -2.601
H 2.155 2.356 -4.378
H 2.959 4.381 -5.507
H 3.321 6.454 -4.222
H 3.389 7.632 -2.136
H 3.175 7.686 0.318
H 2.573 5.607 1.539
H 2.112 3.546 0.328
F 1.148 6.050 4.111
C 0.883 4.859 3.592
C -0.341 4.610 3.014
F -1.269 5.564 2.975
C -0.613 3.362 2.489
F -1.843 3.145 2.004
C 0.325 2.330 2.489
O 0.072 1.105 2.011
C 1.542 2.612 3.117
F 2.440 1.644 3.246
C 1.823 3.850 3.653
F 2.990 4.077 4.243
C -4.590 -1.102 3.649
N -3.651 0.027 4.091
C -2.705 -0.559 5.145
N -1.985 -1.652 4.599
C -2.890 -2.708 4.134
N -3.845 -2.198 3.143
C -3.195 -1.906 1.853
P -1.807 -0.666 2.015
C -2.863 0.595 2.933
C -0.992 -1.261 3.584
H -5.255 -0.695 2.893
H -5.160 -1.391 4.530
H -4.204 0.772 4.516
H -3.328 -0.877 5.977
H -2.035 0.237 5.459
H -3.436 -3.117 4.985
H -2.298 -3.497 3.673
H -3.939 -1.493 1.164
H -2.813 -2.825 1.417
H -3.558 1.068 2.239
H -2.209 1.363 3.329
H -0.381 -0.442 3.959
H -0.338 -2.106 3.404
```

=====

# 8
DFT (ωB97M-V/def2-TZVPD) results for a molecular structure, CH2N2P2 in a non-equilibrium geometry.

The value obtained for the HOMO energy is -8.518 eV. The energy above the lowest of the compared OMol25 structures with the same formula, charge and spin comes out at 40.8 kcal/mol. The calculation puts the total energy at -22625.188 eV.

Structure (XYZ):
```
7
CH2N2P2 (ωB97M-V/def2-TZVPD)
C 0.230 -0.071 -1.045
N -0.385 -1.154 -1.008
N -0.799 -0.072 1.430
P -1.358 -1.364 0.892
P 0.076 1.046 0.478
H 0.776 0.449 -1.858
H 1.459 1.165 1.111
```